(1)
The following is a DFT calculation (ωB97M-V/def2-TZVPD) of a structure of composition C30H55CrN4O2P2 at a distorted geometry.

Output
* charge: +1
* HOMO-LUMO gap (spin up / spin down): 5.8329 / 5.4474 eV
* largest force on an atom: 5.51 eV/A
* total energy: -3272.60357 hartree
* E_LUMO (spin up / spin down): -2.8 / -3.2 eV
* 2S+1: 5

Last column: Mulliken charge in e.
Cartesian coordinates (Å):
C 2.218 -1.210 -1.167  0.23
C 1.796 0.996 -1.902  0.85
C 3.273 -1.330 -2.071  -0.81
C 2.712 0.820 -2.968  -1.32
C 3.474 -0.321 -3.024  -0.87
H 3.907 -2.200 -1.996  0.56
H 2.868 1.664 -3.645  0.51
H 4.229 -0.460 -3.797  0.42
N 1.418 -0.127 -1.154  1.32
P 0.374 -2.384 0.596  1.30
P 0.454 2.436 0.016  0.79
C 2.050 -2.316 -0.135  -2.34
H 2.321 -3.300 -0.553  0.66
H 2.779 -2.145 0.674  0.83
C -1.095 -0.091 1.881  1.42
O -1.949 -0.459 2.614  -0.80
C 1.365 2.285 -1.502  -1.71
H 1.618 3.129 -2.151  0.36
C -1.254 3.354 -0.061  2.46
C 1.793 3.504 0.829  1.95
C -0.511 -3.684 -0.457  2.05
C 0.780 -3.089 2.312  2.41
C -2.282 2.330 0.441  -1.83
H -2.043 2.006 1.464  0.48
H -3.274 2.795 0.461  0.69
H -2.333 1.435 -0.198  -0.05
C -1.330 4.560 0.873  -1.99
H -1.176 4.271 1.917  0.35
H -0.638 5.362 0.598  0.34
H -2.346 4.975 0.809  0.57
C -1.543 3.792 -1.495  -1.77
H -2.507 4.327 -1.504  0.51
H -0.781 4.483 -1.880  0.35
H -1.626 2.944 -2.185  0.08
C 1.419 3.821 2.275  -1.32
H 1.070 2.916 2.786  -0.50
H 2.312 4.198 2.796  0.67
H 0.647 4.590 2.353  0.26
C 3.096 2.693 0.824  -1.79
H 2.978 1.721 1.319  0.19
H 3.458 2.516 -0.195  0.27
H 3.866 3.266 1.360  0.63
C 2.031 4.804 0.050  -1.43
H 2.291 4.628 -0.998  0.29
H 1.175 5.485 0.077  0.21
H 2.882 5.329 0.510  0.46
C -0.529 -3.473 3.017  -1.87
H -0.298 -3.749 4.058  0.55
H -1.241 -2.638 3.044  0.17
H -1.018 -4.339 2.550  0.32
C 1.477 -1.974 3.102  -1.77
H 2.461 -1.726 2.685  0.30
H 0.869 -1.062 3.125  0.10
H 1.626 -2.313 4.140  0.60
C 1.736 -4.292 2.292  -1.72
H 2.679 -4.064 1.781  0.29
H 1.975 -4.549 3.335  0.52
H 1.300 -5.185 1.840  0.37
C -0.245 -3.382 -1.937  -1.79
H 0.811 -3.522 -2.202  0.23
H -0.838 -4.075 -2.553  0.65
H -0.543 -2.366 -2.212  0.02
C -2.011 -3.583 -0.143  -1.50
H -2.435 -2.625 -0.463  -0.05
H -2.534 -4.390 -0.680  0.55
H -2.211 -3.715 0.928  0.24
C -0.047 -5.121 -0.189  -1.94
H 1.037 -5.240 -0.311  0.32
H -0.356 -5.491 0.796  0.38
H -0.525 -5.777 -0.934  0.55
Cr -0.329 -0.067 -0.017  -0.67
N -1.831 -0.494 -1.326  -0.39
C -2.537 -0.761 -2.257  -0.32
C -2.716 -0.353 -3.759  2.23
C -1.843 0.865 -4.068  -1.38
C -2.337 -1.547 -4.622  -1.63
C -4.178 -0.040 -4.027  -1.81
H -2.326 1.769 -3.685  0.32
H -0.848 0.779 -3.612  0.20
H -1.703 0.997 -5.147  0.43
H -3.000 -2.396 -4.395  0.40
H -2.462 -1.300 -5.685  0.48
H -1.300 -1.866 -4.462  0.31
H -4.342 0.043 -5.110  0.44
H -4.819 -0.836 -3.633  0.42
H -4.469 0.902 -3.561  0.41
N 0.919 1.731 5.236  -0.46
C 0.029 1.087 4.428  0.63
N -0.993 0.467 5.060  -0.37
O 0.148 1.073 3.165  -0.45
H 0.891 1.553 6.230  0.18
H 1.793 2.043 4.839  0.21
H -1.738 0.083 4.491  0.18
H -1.119 0.598 6.050  0.18

***

(2)
The following is a DFT calculation (ωB97M-V/def2-TZVPD) of a structure of composition C46H42BrN4P2S2Se3TeY at a distorted geometry.

Output
* charge: -1
* HOMO-LUMO gap (spin up / spin down): 5.7624 / 5.2166 eV
* largest force on an atom: 2.19 eV/A
* total energy: -13560.89557 hartree
* E_LUMO (spin up / spin down): 1.9 / 1.3 eV
* 2S+1: 2
* energy relative to the best compared isomer or geometry (same formula, charge and spin): 427.4 kJ/mol

Last column: Mulliken charge in e.
Cartesian coordinates (Å):
Y -2.211 0.195 -1.329  -0.41
C 3.647 5.389 2.787  -0.27
S 4.210 5.036 1.101  -0.17
C 4.564 3.254 1.261  -1.19
C 3.331 2.389 1.445  -0.17
C 2.325 2.538 0.303  -1.14
N 1.257 1.572 0.499  0.81
P -0.388 2.112 0.701  0.06
C -0.135 3.549 1.816  0.78
C -0.452 4.813 1.336  -0.11
C -0.295 5.924 2.148  -0.82
C 0.166 5.773 3.445  -0.36
C 0.482 4.511 3.928  -0.94
C 0.332 3.400 3.118  -0.53
C -0.943 0.949 1.996  0.37
C -2.236 1.151 2.476  -0.84
C -2.755 0.323 3.451  -0.78
C -1.986 -0.711 3.958  -0.71
C -0.698 -0.908 3.490  -0.63
C -0.174 -0.086 2.509  0.16
P 0.983 0.235 -0.595  -0.29
C 2.586 -0.621 -0.289  1.07
C 2.567 -1.694 0.593  -1.03
C 3.745 -2.291 1.007  -0.83
C 4.960 -1.819 0.533  -0.71
C 4.986 -0.774 -0.377  -0.80
C 3.808 -0.176 -0.785  -0.12
C 1.269 0.898 -2.239  0.68
C 0.409 2.038 -2.671  0.69
C 0.996 2.726 -3.844  -1.01
C 1.762 2.053 -4.734  -0.68
C 2.205 0.739 -4.462  -1.13
C 1.988 0.208 -3.206  -0.54
H 3.459 6.455 2.841  0.37
H 4.424 5.108 3.493  0.34
H 2.727 4.848 2.986  -0.29
H 5.245 3.136 2.105  0.50
H 5.079 2.989 0.339  0.38
H 2.823 2.631 2.381  0.20
H 3.649 1.344 1.497  0.02
H 2.823 2.374 -0.661  0.47
H 1.923 3.558 0.298  0.95
H -0.845 4.909 0.332  0.42
H -0.533 6.908 1.773  0.46
H 0.283 6.636 4.084  0.40
H 0.847 4.398 4.941  0.37
H 0.566 2.413 3.494  0.23
H -2.825 1.967 2.080  0.38
H -3.764 0.475 3.807  0.40
H -2.392 -1.363 4.719  0.33
H -0.097 -1.711 3.897  0.49
H 0.836 -0.230 2.150  0.68
H 1.612 -2.056 0.952  0.75
H 3.725 -3.116 1.708  0.44
H 5.886 -2.264 0.869  0.39
H 5.930 -0.414 -0.766  0.44
H 3.838 0.634 -1.499  0.42
H 0.206 2.735 -1.834  -0.69
H 0.663 3.736 -4.036  0.51
H 2.101 2.533 -5.644  0.41
H 2.782 0.196 -5.198  0.51
H 2.467 -0.732 -2.951  0.59
Se -4.746 -0.601 -2.682  -0.36
Se -5.443 1.495 -3.280  -0.29
Te -5.669 2.663 -1.073  -0.22
Se -3.227 2.896 -0.588  -0.20
Br -2.865 -3.618 -1.971  0.01
C -2.762 -2.848 -3.711  0.09
C -3.450 -3.468 -4.739  -0.89
C -3.354 -2.902 -6.000  -0.34
C -2.550 -1.785 -6.168  -0.95
C -1.900 -1.260 -5.063  -0.39
N -2.020 -1.766 -3.840  0.82
H -4.044 -4.343 -4.538  0.43
H -3.900 -3.330 -6.829  0.39
H -2.431 -1.317 -7.134  0.43
H -1.268 -0.386 -5.149  0.41
N -4.328 -7.065 5.533  -0.58
C -4.055 -6.209 4.817  0.06
C -3.740 -5.159 3.935  0.58
C -2.425 -4.966 3.497  -0.86
C -2.130 -3.953 2.615  -0.03
C -3.140 -3.104 2.144  0.35
C -4.448 -3.289 2.604  -0.39
C -4.750 -4.300 3.485  -0.77
C -2.853 -2.081 1.215  0.43
C -2.596 -1.203 0.413  -1.32
H -1.649 -5.624 3.863  0.44
H -1.116 -3.799 2.274  0.63
H -5.219 -2.623 2.247  0.59
H -5.763 -4.437 3.837  0.45
S -1.855 2.042 -4.290  -0.20
C -1.043 1.511 -2.994  1.12
C 0.670 -4.956 -1.930  -1.21
C 1.177 -3.695 -2.632  -0.50
C 0.413 -2.557 -2.205  0.06
N -0.212 -1.669 -1.835  0.30
H 1.277 -5.811 -2.214  0.43
H -0.366 -5.150 -2.192  0.26
H 0.722 -4.825 -0.853  0.28
H 1.090 -3.792 -3.718  0.38
H 2.227 -3.512 -2.381  0.25

***

(3)
The following is a DFT calculation (ωB97M-V/def2-TZVPD) of the ion C6H11N4 with charge +1 at a distorted geometry.

Output
* charge: +1
* HOMO-LUMO gap (spin up / spin down): 6.4840 / 6.4928 eV
* largest force on an atom: 4.72 eV/A
* total energy: -453.78504 hartree
* E_LUMO (spin up / spin down): -5.4 / -5.4 eV
* 2S+1: 1
* energy relative to the best compared isomer or geometry (same formula, charge and spin): 612.3 kJ/mol

Last column: Mulliken charge in e.
Cartesian coordinates (Å):
C 0.180 0.621 0.855  0.58
C 1.251 -0.094 0.203  -0.10
C -0.557 1.620 0.091  -0.61
C -1.097 0.771 -1.062  -0.90
C -1.765 -0.517 -0.655  -0.38
C 3.556 -0.311 -0.577  -0.27
N 2.350 -0.105 -0.209  0.06
N -0.138 0.236 2.014  -0.76
N -0.724 -1.444 -0.309  -0.01
N -0.780 -2.075 0.782  -0.12
H -1.496 2.007 0.462  0.30
H -0.029 2.579 -0.208  0.31
H -1.655 1.400 -1.768  0.47
H -0.136 0.568 -1.616  0.38
H -2.599 -0.291 0.014  0.30
H -2.149 -0.928 -1.635  0.35
H 3.980 0.367 -1.324  0.26
H 4.269 -0.614 0.132  0.28
H -1.012 0.558 2.305  0.25
H -0.043 -2.718 0.908  0.26
H -1.406 -1.628 1.599  0.34